[1]
Molecular formula: C29H24CaCl2N3O3P
Method: DFT, ωB97M-V/def2-TZVPD

```
! RIJCOSX wB97M-V def2-TZVPD def2/J DEFGRID3
* xyz 0 1
Ca -0.3822 -1.4807 -0.3578
C -0.0718 6.0679 0.6655
C -0.5916 5.5417 -0.5041
C -0.4452 4.1756 -0.7499
C 0.1812 3.3467 0.1497
C 0.6826 3.8823 1.3083
C 0.5227 5.2141 1.5867
P 0.3705 1.5843 -0.3121
C 0.8327 0.8433 1.3293
C 2.0685 0.2226 1.5816
C 2.2497 -0.4742 2.7511
C 1.1750 -0.5705 3.6690
C 0.0127 0.1489 3.5063
C -0.1914 0.8006 2.2920
C 1.9985 1.6576 -1.1627
C 2.7190 2.8463 -1.2747
C 4.0279 2.8157 -1.7034
C 4.5268 1.6660 -2.2536
C 3.8255 0.4711 -2.2011
C 4.4411 -0.7033 -2.6089
C 3.8839 -1.8983 -2.2715
C 2.6162 -1.9283 -1.5738
C 1.8662 -0.8142 -1.2983
C 2.5363 0.4229 -1.5873
H -0.1801 7.0798 0.9507
H -1.0888 6.1924 -1.1965
H -0.9030 3.7213 -1.6404
H 1.1725 3.2559 2.0605
H 0.8454 5.5487 2.5724
H 2.9016 0.2574 0.8791
H 3.1636 -0.9969 3.0024
H 1.3061 -1.1387 4.5771
H -0.6594 0.1710 4.3333
H -1.1396 1.3048 2.0398
H 2.2602 3.7535 -0.8659
H 4.6756 3.6899 -1.6469
H 5.5498 1.6585 -2.6323
H 5.4031 -0.5685 -3.1331
H 4.3335 -2.8588 -2.4660
H 2.2375 -2.8898 -1.2853
Cl 0.0970 -4.7475 -0.4888
C 0.0924 -4.8996 1.3046
Cl 1.7056 -4.5970 1.9446
C -0.9427 -3.8629 1.9447
O -1.8958 -4.2841 2.5666
O -0.6480 -2.6670 1.6756
H -0.1440 -5.9382 1.5755
C -4.5729 -1.9890 -3.4450
N -4.3056 -1.8821 -2.0104
C -5.2840 -2.2787 -1.1172
C -5.0945 -2.1991 0.2077
C -3.7996 -1.7538 0.6633
N -2.9200 -1.2375 -0.2010
C -3.0775 -1.4832 -1.5154
O -2.0777 -1.3136 -2.2416
N -3.4559 -1.7385 1.9217
H -4.8471 -3.0115 -3.6750
H -3.6532 -1.8117 -3.9819
H -5.3374 -1.2742 -3.7777
H -6.2154 -2.6418 -1.5581
H -5.8786 -2.5145 0.8778
H -4.0088 -2.1942 2.6222
H -2.4690 -1.6989 2.1788
*
```

molar mass: 604.487 g/mol
Kohn-Sham gap: 7.0511 eV
energy above the lowest of the compared OMol25 structures with the same formula, charge and spin: 0.671 eV
HOMO energy: -7.11 eV
lowest unoccupied orbital energy: -0.1 eV



[2]
Molecular formula: C29H24Cl2N4O3RuTe
Method: DFT, ωB97M-V/def2-TZVPD

```
! RIJCOSX wB97M-V def2-TZVPD def2/J DEFGRID3
* xyz 0 5
Ru -10.9709 -14.1002 -6.7544
Cl -10.6650 -8.3698 -3.0919
C -11.1623 -9.9559 -3.5020
C -10.2951 -10.6336 -4.4007
C -10.6651 -11.8836 -4.7956
N -9.8536 -12.6687 -5.6451
C -8.4639 -12.6411 -5.5733
O -7.7381 -11.9451 -4.8818
C -7.7700 -13.7043 -6.3745
C -6.4227 -13.7932 -6.3815
C -5.8218 -14.8277 -7.1050
C -6.6144 -15.7220 -7.8230
C -8.0405 -15.5431 -7.6951
N -8.5672 -14.5646 -6.9679
C -11.8993 -12.5024 -4.4207
C -12.6675 -11.8164 -3.4959
C -12.3341 -10.5566 -3.0747
Cl -13.3833 -9.7705 -1.8922
N -12.0740 -13.7573 -4.9898
C -12.9785 -14.7021 -4.4895
O -13.8391 -14.5161 -3.6561
C -12.7335 -16.0601 -5.0871
C -13.4430 -17.1831 -4.6723
C -13.1053 -18.3950 -5.2052
C -11.9663 -18.5335 -5.9678
C -11.2566 -17.3833 -6.2806
N -11.6945 -16.1739 -5.9450
H -9.3876 -10.1461 -4.8182
H -5.8276 -13.1318 -5.7658
H -4.7572 -14.9584 -7.1137
H -6.2266 -16.5440 -8.3593
H -8.6607 -16.3016 -8.1908
H -13.6524 -12.1881 -3.2005
H -14.3237 -17.1136 -4.0520
H -13.7642 -19.2309 -5.0021
H -11.6307 -19.5166 -6.2802
H -10.3630 -17.4451 -6.9373
C -16.8397 -12.4882 -10.0852
C -15.4430 -13.0244 -10.1992
C -14.3798 -12.1733 -10.5281
C -13.0833 -12.5456 -10.4775
C -11.9694 -11.5841 -10.9614
C -12.8313 -13.8426 -10.0213
Te -10.8637 -14.3590 -9.3697
C -13.8790 -14.7563 -9.8153
C -13.7094 -16.2074 -9.5179
C -15.1790 -14.3637 -9.9117
H -17.0048 -11.7616 -10.8684
H -16.7991 -11.9853 -9.1279
H -17.6085 -13.2707 -10.0734
H -14.6281 -11.1906 -10.8404
H -11.0781 -11.9762 -10.6134
H -12.1654 -10.5883 -10.5177
H -11.9993 -11.6362 -12.0974
H -13.4803 -16.3134 -8.4586
H -12.9005 -16.7185 -10.1440
H -14.6742 -16.7015 -9.6964
H -15.9619 -15.0570 -9.6697
C -13.7968 -13.1438 -7.1069
C -12.3783 -12.6162 -7.2025
O -12.1173 -11.4167 -7.3633
H -13.7852 -14.2712 -7.3546
H -14.5613 -12.7044 -7.7897
H -14.1278 -12.9369 -6.1066
*
```

molar mass: 776.112 g/mol
Kohn-Sham gap (alpha / beta): 6.7806 / 5.4400 eV
HOMO energy (alpha / beta): -7.33 / -7.54 eV
lowest unoccupied orbital energy (alpha / beta): -0.5 / -2.1 eV



[3]
Molecular formula: C29H24ClFPSn
Method: DFT, ωB97M-V/def2-TZVPD

```
! RIJCOSX wB97M-V def2-TZVPD def2/J DEFGRID3
* xyz 1 1
C 2.7986 -0.7812 3.2440
C 2.1116 0.3936 2.8312
C 0.7392 0.2654 3.2207
H 2.5621 1.2675 2.3592
C 0.5918 -0.9907 3.9077
C 1.8706 -1.6216 3.9201
H 2.1100 -2.5700 4.4113
H 3.8620 -0.9908 3.1082
H -0.0399 1.0235 3.1086
H -0.3095 -1.3501 4.3935
Sn 0.7148 -1.4926 1.0080
Cl -1.5258 -2.2469 1.3532
P -0.7609 0.8915 -0.6360
C -2.1392 1.9584 -0.0439
C -2.2573 3.3284 -0.3344
H -1.4897 3.8351 -0.9215
C -3.3646 4.0481 0.1253
H -3.4500 5.1083 -0.1175
C -4.3524 3.4166 0.8854
H -5.2153 3.9850 1.2413
C -4.2320 2.0541 1.1875
H -5.0058 1.5576 1.7726
C -3.1277 1.3280 0.7436
H -3.0177 0.2702 0.9929
C 0.3794 2.1609 -1.3213
C 1.2558 2.7804 -0.4031
H 1.2216 2.4960 0.6516
C 2.1476 3.7566 -0.8437
H 2.8214 4.2334 -0.1315
C 2.1797 4.1276 -2.1945
H 2.8785 4.8948 -2.5359
C 1.3144 3.5143 -3.1040
H 1.3299 3.7989 -4.1568
C 0.4226 2.5253 -2.6763
H -0.2389 2.0430 -3.3976
C -1.4879 0.1889 -2.1740
C -2.6914 0.6288 -2.7463
H -3.2704 1.4224 -2.2695
C -3.1508 0.0517 -3.9343
H -4.0797 0.4104 -4.3785
C -2.4282 -0.9771 -4.5468
H -2.7935 -1.4261 -5.4727
C -1.2366 -1.4300 -3.9675
H -0.6698 -2.2302 -4.4447
C -0.7687 -0.8637 -2.7840
H 0.1534 -1.2270 -2.3230
F 3.7362 -7.1423 1.6363
C 3.1803 -5.8812 1.6398
C 1.9479 -5.6968 2.2674
C 1.3306 -4.4327 2.1366
C 1.9066 -3.4413 1.3505
C 3.2061 -3.6002 0.8796
C 3.8505 -4.8510 0.9736
H 1.4776 -6.5017 2.8379
H 0.3994 -4.2418 2.6710
H 3.7581 -2.7605 0.4541
H 4.8455 -5.0174 0.5467
*
```

molar mass: 576.647 g/mol
Kohn-Sham gap (alpha / beta): 5.4271 / 5.2175 eV
HOMO energy (alpha / beta): -11.36 / -11.12 eV
lowest unoccupied orbital energy (alpha / beta): -5.9 / -5.9 eV



[4]
Molecular formula: C29H24FN3O5RhSSe
Method: DFT, ωB97M-V/def2-TZVPD

```
! RIJCOSX wB97M-V def2-TZVPD def2/J DEFGRID3
* xyz 1 1
Rh -0.4060 1.6565 -0.2210
C 5.7565 2.8322 3.6442
C 5.6831 3.7443 2.4327
C 5.8766 5.2014 2.8153
C 5.9138 6.0698 1.5716
C 4.6888 5.8374 0.7323
C 4.2364 6.8051 -0.1343
C 3.0902 6.5934 -0.8945
F 2.6923 7.5655 -1.7220
C 2.3647 5.4414 -0.8072
C 2.8044 4.4419 0.0695
C 2.0315 3.2157 0.1890
O 0.9788 3.1024 -0.5191
C 2.5163 2.2408 1.0791
C 3.6797 2.4973 1.7801
N 4.3873 3.6118 1.6953
C 3.9667 4.6308 0.8323
C 1.9427 0.8748 1.3036
O 2.4945 0.0968 2.0445
O 0.8289 0.5041 0.6905
H 6.6649 3.0766 4.1921
H 5.8152 1.7769 3.3867
H 4.9072 2.9913 4.3099
H 6.4646 3.4637 1.7193
H 6.8093 5.2900 3.3713
H 5.0665 5.5106 3.4821
H 6.8069 5.8307 0.9865
H 5.9819 7.1259 1.8310
H 4.7614 7.7469 -0.2285
H 1.4692 5.2974 -1.3917
H 4.0385 1.7175 2.4337
O -4.9098 -0.4073 5.9456
C -5.2719 0.2929 4.8561
O -6.4304 0.4356 4.5770
C -4.1835 0.9747 4.0768
C -2.8902 0.4688 3.9663
C -1.9658 1.0813 3.1342
C -2.3414 2.1988 2.3950
S -1.2286 3.0260 1.2942
C -3.6109 2.7499 2.5560
C -4.5300 2.1321 3.3877
H -3.9713 -0.2905 6.1446
H -2.5955 -0.4390 4.4809
H -0.9745 0.6642 3.0273
H -3.8887 3.6289 1.9904
H -5.5351 2.5194 3.4954
C -3.4396 1.4665 -2.6573
N -4.0876 1.1020 -1.4095
C -3.5508 0.3913 -0.4051
Se -1.8284 -0.3143 -0.2234
N -4.4972 0.2189 0.5260
C -5.6749 0.8349 0.1420
C -6.9087 0.9554 0.7644
C -7.8733 1.6651 0.0730
C -7.6143 2.2325 -1.1831
C -6.3791 2.1163 -1.7950
C -5.4129 1.4025 -1.1004
H -2.4692 0.9772 -2.7019
H -3.3184 2.5478 -2.7157
H -4.0475 1.1241 -3.4932
H -4.3094 -0.2483 1.4040
H -7.1033 0.5154 1.7334
H -8.8535 1.7855 0.5115
H -8.4012 2.7772 -1.6850
H -6.1819 2.5600 -2.7602
*
```

molar mass: 727.458 g/mol
Kohn-Sham gap: 6.8626 eV
energy above the lowest of the compared OMol25 structures with the same formula, charge and spin: 0.000 eV
HOMO energy: -11.00 eV
lowest unoccupied orbital energy: -4.1 eV